55
Properties=species:S:1:pos:R:3:forces:R:3 method="wB97M-V/def2-TZVPD" charge=-1 energy_ev=-65477.3313 fmax_ha_per_bohr=0.0913 homo_energy_ev="-5.31 / -5.31" multiplicity=2 gap_ev="6.9128 / 3.3201"
Ba -0.00963 -0.51135 -0.48704 1.2 -1.1 -0.6
N 0.19696 -3.17684 -2.51988 2.1 0.7 -0.3
O 0.37751 -3.76698 -3.57033 -1.0 -0.4 -0.3
O 1.07757 -3.16954 -1.65902 0.0 -0.2 0.7
O -0.77357 -2.40827 -2.31314 -1.4 0.0 -0.6
N 0.32678 0.38551 -4.15094 2.4 1.1 0.1
O -0.25914 0.63063 -3.10545 -0.5 0.6 0.6
O 0.00262 -0.60258 -4.78137 -0.1 -0.5 -0.8
O 1.30935 1.08850 -4.52245 -2.0 -1.2 0.3
N 1.81882 -3.19747 1.70616 2.2 0.8 -4.1
O 2.69793 -3.25543 0.76502 -1.4 -0.3 2.3
O 1.78531 -3.91367 2.65687 0.4 -1.9 2.0
O 0.93443 -2.32373 1.57995 -1.9 1.8 -0.2
C 4.87732 0.33573 -0.12594 -2.6 -2.5 -1.3
F 4.62755 1.59864 0.31607 0.9 -1.2 0.0
F 6.12724 0.01846 -0.32261 1.4 1.5 -0.6
F 4.50594 -0.61869 0.76274 -0.7 1.1 1.2
S 3.71617 -0.12099 -1.61326 0.3 1.2 -3.7
O 3.75762 -1.54959 -1.87114 0.6 1.3 1.0
O 2.42262 0.36331 -1.13018 -0.6 -0.1 1.1
O 4.10243 0.73795 -2.76313 0.5 -1.1 1.9
C -3.39484 1.02875 0.95896 -0.4 -1.4 0.2
C -3.23880 -0.46604 1.52544 -0.7 1.6 -2.9
C -3.83740 -1.48305 0.53834 -1.5 1.6 -0.3
O -3.25364 -1.41059 -0.78091 0.0 -0.7 0.5
C -3.94133 -2.37817 -1.60195 -0.1 -0.3 0.4
N -1.86354 -0.80193 1.50773 1.3 0.2 2.0
H -4.44397 1.31683 1.02544 0.0 0.2 0.2
H -3.14245 1.07269 -0.10052 0.1 -0.3 0.0
H -2.75897 1.76747 1.44690 0.0 -0.2 0.3
H -3.64165 -0.50778 2.53741 -0.6 -0.3 -0.2
H -4.86701 -1.15758 0.38976 -0.5 -0.4 0.2
H -3.83479 -2.47047 0.99995 0.3 -0.3 -0.3
H -3.63097 -2.47759 -2.64208 0.6 0.8 0.2
H -5.00986 -2.16331 -1.58809 -0.2 0.1 0.0
H -3.80273 -3.37679 -1.18763 0.0 -0.1 0.2
H -1.79557 -1.78373 1.73477 0.4 -0.6 -0.2
H -1.57131 -0.39712 2.38569 1.3 0.3 0.1
C 1.89477 2.39785 2.99393 0.5 1.2 0.1
C 0.98265 1.77272 1.97837 -0.6 -1.5 2.4
C 0.74801 2.72352 0.88802 -0.7 0.2 -1.4
O -0.22268 2.23976 -0.05027 -0.1 -0.2 -0.5
C -0.65628 3.14946 -1.09573 0.7 0.2 1.3
N 1.50867 0.49152 1.60277 0.3 -0.2 -0.7
H 1.39806 3.22464 3.50168 0.1 0.1 0.3
H 2.72315 2.82547 2.42908 0.4 0.1 0.2
H 2.32197 1.69519 3.70938 -0.3 0.0 0.0
H 0.04051 1.57888 2.49109 -0.5 0.0 -0.1
H 1.70873 2.84474 0.38759 0.0 0.7 -0.2
H 0.27387 3.59152 1.34612 0.7 0.6 -0.1
H -0.37030 4.16960 -0.83951 -0.1 0.2 0.3
H -1.74486 3.09884 -1.07313 0.1 -0.1 -0.6
H -0.15348 2.97166 -2.04636 -0.4 -0.6 0.0
H 2.50370 0.59000 1.46019 0.2 -0.2 -0.6
H 1.45056 -0.22055 2.31668 -0.4 -0.1 0.3



77
Properties=species:S:1:pos:R:3:forces:R:3 method="wB97M-V/def2-TZVPD" energy_ev=-67649.6459 fmax_ha_per_bohr=0.0449 homo_energy_ev="-7.50 / -7.79" multiplicity=4 gap_ev="7.6345 / 6.3156"
Re 1.20312 0.78142 -0.49736 0.2 0.3 0.2
C 2.43212 4.57012 -2.31526 0.0 -0.4 0.0
C 1.76142 3.62202 -1.35456 -0.5 1.7 1.0
O 1.86542 2.38952 -1.61576 -0.3 -2.1 0.1
C 1.04752 4.14392 -0.27396 0.8 -0.2 -0.7
C 0.15942 3.44092 0.55084 -0.5 -0.6 0.1
C -0.63168 4.23082 1.55164 0.0 0.0 -0.1
N -0.10458 2.13972 0.45054 1.2 0.2 -1.6
N -1.11238 1.69662 1.22554 -1.2 -0.8 1.8
C -2.00908 0.90892 0.64394 0.9 1.0 -0.3
O -1.99998 0.61802 -0.56806 -0.5 0.0 -0.5
C -3.07678 0.39262 1.54264 -0.2 -0.2 0.2
C -3.00418 0.52622 2.92494 0.0 0.0 0.0
C -4.01698 0.02902 3.72424 -0.1 -0.1 0.1
C -5.09878 -0.62558 3.15644 -0.1 -0.1 0.0
C -5.17848 -0.76448 1.78054 -0.1 0.0 0.0
C -4.17788 -0.24868 0.97834 0.2 0.1 -0.1
H 3.26122 4.06592 -2.80576 0.1 0.0 0.0
H 1.71772 4.87082 -3.08206 0.0 0.0 0.0
H 2.77742 5.46102 -1.80016 0.0 0.1 0.0
H 1.08882 5.21172 -0.13016 0.0 0.0 0.0
H -0.24838 5.24262 1.63974 0.0 0.1 -0.1
H -1.67548 4.25732 1.24594 -0.1 0.0 0.0
H -0.61028 3.73872 2.52144 -0.1 0.0 0.0
H -2.15958 1.03242 3.36424 0.1 0.1 0.0
H -3.97028 0.15322 4.79634 0.0 0.0 0.1
H -5.87748 -1.03318 3.78324 -0.1 0.0 0.1
H -6.03528 -1.24808 1.33414 0.0 -0.1 0.0
H -4.23258 -0.32518 -0.09796 0.0 0.0 -0.1
C 1.69742 2.19342 3.24334 0.0 0.0 -0.1
C 2.77662 1.87572 2.27894 -0.1 0.3 0.4
N 2.65512 1.43322 1.04454 -0.1 0.0 -0.5
C 3.91242 1.13902 0.59384 1.0 -0.1 0.3
C 4.82442 1.46222 1.57494 -0.3 -0.2 -0.7
N 4.07642 1.93082 2.62134 -0.1 -0.2 -0.5
C 6.30372 1.41222 1.70914 0.0 0.0 0.1
O 6.97912 0.89552 0.71414 0.0 -0.1 -0.2
O 6.80852 1.85272 2.71944 -0.1 -0.1 -0.1
C 4.09762 0.32672 -0.65626 1.6 0.6 0.9
O 5.25092 0.08832 -1.03356 -0.3 0.0 -0.1
O 3.04612 -0.11018 -1.19246 -2.1 0.0 -0.2
H 0.72372 2.02232 2.79424 -0.1 0.0 0.0
H 1.77972 3.22872 3.57694 -0.1 0.0 0.0
H 1.80332 1.53652 4.10854 0.0 0.0 0.0
H 4.48912 2.18682 3.50614 0.0 0.1 0.0
H 6.38592 0.54812 -0.03946 -0.1 0.2 0.3
C -1.68288 -3.30498 2.39964 -0.2 0.1 0.0
N -0.54928 -2.54348 1.94394 0.1 0.1 -0.1
C 0.56312 -2.24898 2.80034 0.3 0.1 0.1
C 1.37812 -1.28768 1.93404 -0.1 -0.4 0.5
O 2.49112 -0.90278 2.18294 0.0 -0.2 0.2
N 0.61072 -0.97228 0.83684 0.6 1.3 -1.1
C -0.48628 -1.76438 0.85084 -0.3 -0.4 -0.2
N -1.36168 -1.84658 -0.13306 0.2 -0.1 0.1
H -1.33598 -4.01608 3.14484 0.0 0.0 0.0
H -2.13268 -3.87108 1.58634 0.0 0.0 0.0
H -2.43378 -2.65198 2.85374 -0.1 0.0 0.0
H 1.13682 -3.14148 3.05204 0.1 0.0 0.0
H 0.25452 -1.74758 3.72484 0.0 0.0 0.0
H -1.39118 -1.05248 -0.79266 -0.1 -0.2 0.3
H -2.23378 -2.32208 0.03504 0.1 0.0 0.0
F -2.09538 -4.79958 -7.51266 0.1 0.2 0.0
C -2.30618 -4.95728 -6.19136 -0.1 -0.3 -0.2
F -1.70768 -6.12158 -5.86286 0.2 0.1 0.1
F -3.62408 -5.16448 -6.04346 -0.1 0.2 0.2
C -1.79028 -3.80378 -5.37876 0.0 0.1 0.1
C -0.42318 -3.53978 -5.38766 -0.2 -0.1 0.0
C 0.08612 -2.51528 -4.61746 0.0 0.0 0.0
C -0.76208 -1.73988 -3.81816 -0.3 -0.5 -0.4
C -2.13828 -1.99548 -3.84076 0.2 0.1 0.0
C -2.64698 -3.02018 -4.61336 0.0 -0.3 -0.2
C -0.22548 -0.79268 -2.92056 0.4 0.6 0.6
C 0.22142 -0.08368 -2.03226 0.3 0.0 -0.2
H 0.23322 -4.15508 -5.98426 0.1 0.0 -0.1
H 1.14592 -2.31628 -4.60356 0.1 0.0 0.0
H -2.79298 -1.38898 -3.23406 -0.1 0.1 0.1
H -3.70508 -3.23278 -4.61596 -0.1 0.0 0.0